C6H13N4O3 | the ωB97M-V functional and the def2-TZVPD basis

net charge: +1
E_LUMO: -2.8 eV
SMILES string: NC(=O)[C@@H]([NH3+])[C@H](O)/C(N)=N\C=C\O
largest force on an atom: 3.64 eV/Å
ΔE to the lowest compared entry with this formula, charge and spin: 37.9 kcal/mol
gap between HOMO and LUMO: 8.7 eV

Atoms and positions in Å:
N  2.096  -1.100  1.237
C  1.202  -1.729  0.445
O  0.543  -2.709  0.725
C  0.795  -1.132  -1.003
N  -0.310  -1.960  -1.505
C  0.446  0.393  -1.031
O  1.454  1.053  -0.341
C  -0.855  0.450  -0.277
N  -1.888  -0.094  -1.198
N  -1.248  0.941  0.818
C  -0.564  1.710  1.697
C  -1.384  2.172  2.673
O  -0.975  2.959  3.660
H  2.453  -1.813  1.844
H  2.628  -0.410  0.772
H  1.796  -1.129  -1.442
H  -0.240  -2.725  -0.780
H  -1.290  -1.447  -1.330
H  -0.226  -2.270  -2.465
H  0.368  0.619  -2.065
H  1.471  1.959  -0.478
H  -2.272  0.536  -1.884
H  -2.741  -0.330  -0.661
H  0.427  1.762  1.501
H  -2.503  1.871  2.770
H  -0.159  3.437  3.773

Atomic partial charges in e from the Löwdin method, atoms 1 to 8: 0.223 -0.428 0.075 -0.144 0.168 -0.260 0.022 -0.288